DFT (ωB97M-V/def2-TZVPD) results for a cluster of 2 separate species, C3H9NO3 in total at a distorted geometry.

Values from the calculation:
Relative energy (zero: lowest compared OMol25 entry of this formula, charge and spin) = 46.7 kcal/mol
Multiplicity = 1
Electronic energy = -10888.5551 eV
LUMO energy = 0.6 eV

Each atom is followed by the atoms it is bonded to, with distances in Å.
Geometry (Å):
1 C 2.8821 0.2312 0.9142  N2 1.495, H7 1.089, H8 1.099, H9 1.090
2 N 1.5054 0.4524 0.3755  C1 1.495, C3 1.482, H10 1.007
3 C 1.1170 -0.2694 -0.8591  N2 1.482, C4 1.490, H11 1.090, H12 1.092
4 C 0.5873 -1.6392 -0.6096  C3 1.490, O5 1.198, O6 1.367
5 O 0.8829 -2.4663 0.2054  C4 1.198
6 O -0.6238 -1.7480 -1.2339  C4 1.367, H13 0.963
7 H 2.7296 -0.2709 1.8678  C1 1.089
8 H 3.2620 1.2574 1.0210  C1 1.099
9 H 3.5701 -0.2784 0.2403  C1 1.090
10 H 0.8418 0.2544 1.1071  N2 1.007
11 H 1.7945 0.0090 -1.6668  C3 1.090
12 H 0.2694 0.3362 -1.1853  C3 1.092
13 H -1.0120 -2.6068 -1.4299  O6 0.963
14 O -5.9708 2.4389 0.1289  H15 0.967, H16 0.953
15 H -5.1268 2.0793 0.4335  O14 0.967
16 H -6.7087 2.2202 0.6909  O14 0.953

Here is what natural (NBO) gives for the atomic charges, in e: -0.425 -0.613 -0.366 0.769 -0.565 -0.730 0.198 0.194 0.196 0.357 0.242 0.239 0.504 -0.955 0.478 0.477